{"formula": "C62H57BrF9N4O17", "method": "ωB97M-V/def2-TZVPD", "species": ["Br", "F", "F", "F", "F", "F", "F", "F", "F", "F", "O", "O", "O", "O", "O", "O", "O", "O", "O", "O", "O", "O", "O", "O", "O", "O", "O", "N", "N", "N", "N", "C", "C", "C", "C", "C", "C", "C", "C", "C", "C", "C", "C", "C", "C", "C", "C", "C", "C", "C", "C", "C", "C", "C", "C", "C", "C", "C", "C", "C", "C", "C", "C", "C", "C", "C", "C", "C", "C", "C", "C", "C", "C", "C", "C", "C", "C", "C", "C", "C", "C", "C", "C", "C", "C", "C", "C", "C", "C", "C", "C", "C", "C", "H", "H", "H", "H", "H", "H", "H", "H", "H", "H", "H", "H", "H", "H", "H", "H", "H", "H", "H", "H", "H", "H", "H", "H", "H", "H", "H", "H", "H", "H", "H", "H", "H", "H", "H", "H", "H", "H", "H", "H", "H", "H", "H", "H", "H", "H", "H", "H", "H", "H", "H", "H", "H", "H", "H", "H", "H"], "coordinates": [[6.24445, 1.22171, -1.54118], [-1.11240, -3.58277, -3.00271], [1.79186, -3.48985, -3.44976], [-3.42011, -2.55659, -2.85693], [0.07625, -0.25189, -4.62068], [2.19995, -2.34002, -5.50686], [0.69087, 7.31194, -3.18004], [-2.79491, -0.83333, -4.38451], [-0.55248, -2.43290, -5.49048], [-0.14653, -1.76334, -1.79179], [-3.18011, -8.09822, -4.35494], [7.25444, -5.39935, -2.27806], [-5.04916, 7.71901, 4.57346], [5.37334, -10.35693, -1.88653], [2.00789, -7.05806, -3.83318], [2.76209, 0.19440, -0.09206], [-2.43746, 0.99680, -2.48748], [-1.84020, 3.32245, 3.95860], [2.46044, -5.75173, 2.19534], [-1.83266, -2.61507, 2.19796], [-2.02959, -15.50557, -7.58541], [-8.88702, 4.36683, 9.20140], [-7.35776, 12.29002, 6.00372], [2.05662, 5.78523, 2.09133], [-0.96672, 8.47120, 4.95703], [-0.34263, -11.77552, -4.19272], [-6.08520, 8.81295, 8.39438], [3.77547, 5.49766, 0.00395], [4.00349, 2.35531, 0.06008], [3.25762, 4.56195, -0.85836], [1.50565, 3.00995, 0.18038], [-6.76716, 5.38819, 9.07736], [-1.79774, 1.85115, -1.43187], [3.41419, -0.87404, -0.86501], [6.40313, 2.50365, 1.10230], [2.95070, 3.22448, -0.15871], [0.48681, -5.08010, 3.29344], [-0.97368, -8.92520, -4.36662], [-0.92428, -2.08415, -3.01228], [-0.15123, 1.57638, -1.33315], [-0.59329, -4.29288, 3.29397], [2.17519, 7.34471, -3.13165], [-2.45069, 6.64476, 5.07667], [3.73198, 0.97666, 0.70279], [6.82226, -6.54026, -2.18837], [-6.73010, 7.79001, 8.57932], [5.45702, 2.59983, -0.27443], [0.57876, 3.00216, -0.99998], [-2.67018, 5.35078, 4.82414], [-1.98633, -7.85909, -4.23565], [7.53556, -7.57165, -1.40949], [5.80552, -9.21601, -1.97623], [-8.24212, 5.38977, 9.01647], [-8.20506, 7.79160, 8.51842], [1.36533, 3.67761, -2.30862], [0.02605, -1.72743, -4.29987], [-1.93503, -13.21806, -7.02816], [7.93131, 2.96580, 0.62121], [-0.13674, 6.44286, 4.09149], [2.75322, 5.81574, -3.00524], [-0.84536, -3.33739, 2.19730], [-2.43331, -1.44387, -3.06210], [-8.90886, 6.67391, 8.72277], [1.60003, -2.19439, -4.14154], [-1.64070, -14.64752, -6.80500], [1.22108, -4.07392, 1.09933], [0.81411, -7.29718, -3.95248], [2.97934, 5.74555, 1.09025], [7.06145, -8.81732, -1.31028], [-0.35623, 5.14888, 3.83897], [-0.43718, -14.06303, -4.74997], [-1.50244, -6.49292, -3.95417], [0.14627, 4.05350, -3.37972], [0.33022, -8.66335, -4.23395], [-6.06336, 6.50587, 8.87301], [1.47314, -5.02941, 2.19600], [-0.73151, -12.63356, -4.97313], [-5.48371, 10.87092, 6.16630], [5.56633, -6.93895, -2.85431], [-2.75009, -0.32531, -1.90486], [-7.50242, 10.28794, 4.76964], [-5.58088, 8.77031, 4.90291], [-1.16774, 7.28642, 4.72808], [-1.51247, -12.28008, -6.17495], [-0.85975, -15.00100, -5.60318], [-0.19854, -6.23107, -3.82151], [-4.90450, 9.72108, 5.80753], [2.10066, 5.04595, -1.68804], [-6.92321, 9.13810, 4.41087], [-6.82603, 11.23872, 5.67426], [0.14097, -3.28670, 1.09985], [5.09222, -8.18462, -2.75511], [-1.63918, 4.50722, 4.18755], [7.85997, 3.75694, -0.26298], [2.67368, 5.17832, -4.00061], [0.13600, -14.30529, -3.86339], [0.18862, 1.21478, -2.39243], [0.48800, 4.76323, -4.24537], [-8.67933, 8.74119, 8.30124], [-3.19658, 7.27669, 5.54373], [-2.25817, -5.72247, -3.86182], [0.17224, -5.23438, -3.61425], [-6.29289, 4.43860, 9.29454], [5.70675, 3.63668, -0.74546], [2.55540, 7.79502, -4.14323], [-2.16820, -0.47005, -0.89988], [-3.92081, 9.43576, 6.15993], [3.29257, 1.20973, 1.76217], [7.57183, -9.58562, -0.74240], [3.82922, -0.41943, -1.87822], [-3.90346, -0.35463, -1.65334], [8.57916, 2.06414, 0.24939], [3.92479, 5.91711, -2.79898], [8.53464, 3.49816, 1.47913], [1.08595, -9.43380, -4.32631], [-3.60573, 4.86480, 5.07276], [5.05595, -6.17066, -3.42220], [-2.50822, -12.97579, -7.91474], [-7.40665, 8.42986, 3.74868], [-1.32641, -4.31870, 4.09128], [1.31368, 2.28767, 0.89319], [2.23532, -1.39553, -3.55816], [2.58757, 7.93195, -2.17818], [4.69492, 0.32031, 0.80238], [4.17203, -8.49247, -3.23709], [-0.29502, 3.77721, -0.75157], [-0.30071, 3.08053, -3.90611], [2.12951, 2.94123, -2.80864], [0.09196, 0.73032, -0.52754], [1.95419, -4.04810, 0.30202], [6.04376, 3.34866, 1.84590], [-1.72083, -11.22742, -6.32427], [1.29042, 5.67180, -1.12424], [-0.05925, -2.58097, 0.30292], [0.38966, 4.51695, 3.37191], [-5.00027, 11.57917, 6.82849], [0.79881, 6.92884, 3.84288], [0.68703, -5.78583, 4.09038], [6.39430, 1.43938, 1.58835], [2.56385, -1.64166, -1.20187], [4.19812, -1.50995, -0.27294], [-8.48611, 10.57327, 4.41724], [-9.99116, 6.65787, 8.68243], [-4.98106, 6.52191, 8.91336], [-0.75080, 4.60202, -2.82101], [8.45575, -7.26380, -0.92751], [-1.34446, -9.92189, -4.57387], [-0.65139, -16.05367, -5.45386], [-2.32458, 1.70819, -0.37567], [-2.04086, 2.96765, -1.77265]], "forces_ev_per_angstrom": [[-1.1, 1.0, 0.7], [0.9, 4.9, 0.1], [-1.0, 3.7, -2.0], [3.1, 3.2, -0.7], [-0.3, -4.6, 1.3], [-2.1, 0.4, 4.2], [3.0, 0.1, 0.3], [1.7, -2.2, 4.0], [1.7, 2.4, 4.0], [-2.4, -0.6, -3.4], [0.8, 0.2, 0.1], [-0.2, -0.5, 0.1], [-0.5, 0.4, 0.1], [0.3, 0.8, -0.1], [-0.5, -0.1, 0.0], [2.3, 0.4, 1.0], [1.0, -0.6, 2.9], [0.2, 0.6, 0.0], [-0.7, 0.6, 0.0], [0.7, -0.4, -0.1], [0.3, 0.7, 0.6], [0.5, 0.8, -0.1], [0.4, -0.8, -0.3], [8.3, 0.1, -8.3], [-0.1, -0.8, -0.2], [-0.1, -0.7, -0.4], [-0.4, -0.6, 0.1], [-2.3, 2.8, 6.6], [-1.7, 0.7, -0.5], [-2.3, -4.2, -0.4], [4.2, -0.3, -0.8], [0.5, 0.2, 0.0], [-0.2, 0.6, -0.2], [-0.7, -1.1, -1.8], [0.6, 1.3, -0.8], [-0.7, -0.2, -0.3], [-0.4, 0.2, 0.2], [0.2, 0.0, -0.1], [0.4, -2.4, 0.0], [-0.5, 0.1, 0.0], [0.2, -0.3, 0.2], [0.6, -1.1, -0.2], [-0.1, -0.3, 0.2], [-1.0, -1.2, 0.4], [0.2, 0.7, -0.1], [0.4, 0.6, -0.1], [1.9, 1.0, 1.6], [-1.3, 1.2, -1.5], [0.0, 0.4, 0.1], [-0.8, -0.2, -0.1], [0.0, -0.4, 0.2], [-0.4, -0.9, 0.0], [-0.6, -0.9, 0.2], [-0.4, -0.2, 0.0], [-1.8, 0.4, 1.0], [-0.1, -0.2, -2.8], [0.0, 0.5, 0.1], [0.3, 0.2, -0.1], [0.2, -0.4, -0.2], [0.7, 0.8, 0.6], [-0.7, 0.4, 0.1], [-3.1, 0.2, 0.0], [0.0, 0.5, -0.1], [1.8, -1.1, -1.0], [-0.3, -0.8, -0.7], [-0.3, 0.4, -0.2], [0.6, 0.0, 0.0], [-5.0, -1.6, 2.9], [0.4, 0.3, 0.1], [0.2, 0.4, 0.0], [0.0, -0.4, -0.1], [0.3, 0.4, 0.1], [-0.3, 0.0, -0.2], [-0.3, -0.3, -0.1], [0.0, -0.5, 0.1], [0.8, -0.7, 0.1], [0.2, 0.3, 0.4], [0.4, -0.3, -0.1], [-0.3, -0.3, -0.1], [-0.7, 0.4, -0.2], [0.0, -0.5, -0.3], [0.2, -0.3, 0.0], [0.0, 0.8, 0.2], [-0.2, -0.2, -0.4], [0.2, 0.1, 0.4], [-0.3, 0.1, 0.0], [0.0, 0.4, 0.1], [-0.6, -1.2, -3.0], [-0.4, 0.3, 0.0], [-0.3, 0.9, 0.4], [0.4, -0.1, -0.2], [-0.1, 0.4, -0.2], [-0.4, -0.6, 0.0], [0.1, -1.7, 1.9], [-0.2, 1.4, 2.2], [0.0, 0.0, 0.0], [-0.6, 0.6, 2.0], [-0.5, -1.4, 1.8], [0.0, 0.0, 0.0], [0.2, -0.2, -0.1], [0.0, 0.0, 0.0], [0.0, -0.2, -0.1], [-0.1, 0.0, 0.0], [-1.2, -2.0, 0.8], [-0.9, -0.6, 2.1], [-0.9, -0.2, -2.1], [0.0, 0.0, 0.0], [0.7, -0.6, -2.0], [0.0, 0.0, 0.0], [-0.5, -1.0, 2.3], [2.3, -0.2, -0.7], [-1.4, 1.7, 0.7], [-2.5, -0.1, -0.4], [-1.4, -1.2, -1.5], [0.0, 0.0, 0.0], [0.0, 0.0, 0.0], [0.0, 0.0, 0.0], [0.0, 0.0, 0.0], [0.0, 0.0, 0.0], [0.0, 0.0, -0.1], [0.4, 0.3, -0.8], [-1.4, -1.7, -1.3], [-1.4, -1.0, -2.2], [-1.6, 1.9, -0.3], [0.0, 0.1, 0.0], [1.9, -1.6, -0.4], [1.1, 2.0, 1.4], [-1.3, 1.4, 1.1], [-0.5, 1.9, -1.8], [0.0, -0.1, 0.0], [0.4, -1.9, -1.4], [0.0, -0.1, 0.0], [1.7, -1.0, -0.8], [0.0, -0.1, 0.1], [0.0, 0.0, 0.0], [-0.1, 0.0, 0.0], [-0.1, 0.0, 0.0], [0.0, 0.0, 0.0], [0.0, 2.2, -1.0], [1.7, 1.8, 1.0], [-1.3, 1.5, -1.0], [0.0, 0.0, 0.0], [0.0, 0.0, 0.0], [0.0, 0.0, 0.0], [2.1, -1.2, -1.1], [0.0, 0.0, 0.0], [0.1, 0.2, 0.2], [0.0, 0.0, 0.0], [1.1, 0.2, -2.2], [0.8, -2.5, 0.7]], "total_energy_ev": -200455.9500, "orbital_gap_ha": 0.2448, "max_force_ha_per_bohr": 0.2284, "e_homo_ha": -0.414, "total_charge": 1}